No. 1
The following is a quantum chemistry calculation of a gas-phase ion, C4H10N2O2 (charge +1), from the OMol25 dataset.

```
! RIJCOSX wB97M-V def2-TZVPD def2/J DEFGRID3
* xyz 1 2
C 1.5650 -1.0996 -0.1640
O 2.1779 -1.2868 -1.3979
C 0.2902 -0.1400 -0.3852
C -0.1544 0.2880 1.0499
C -0.9595 1.5950 1.0226
N -2.0922 1.6071 0.2824
O -0.5941 2.5186 1.7032
N -0.7028 -0.9259 -0.9903
H 2.2467 -0.6891 0.5660
H 1.2234 -2.0317 0.2067
H 3.0110 -0.7934 -1.4201
H 0.5039 0.6500 -1.1082
H 0.7218 0.4788 1.6450
H -0.6557 -0.5746 1.4761
H -2.4571 0.7954 -0.1750
H -2.5228 2.4815 0.0474
H -0.5014 -1.2107 -1.9435
H -1.1000 -1.6625 -0.4150
*
```

HOMO level (alpha / beta)	-0.51724 / -0.50845	Eh
energy	-418.082089	a.u.
molecular weight	118.14	g mol⁻¹
strongest force on any atom	1.890	eV Å⁻¹
ΔE to the lowest compared entry with this formula, charge and spin	1.5185	eV
HOMO-LUMO gap (alpha / beta)	10.88 / 5.18	eV

***

No. 2
The following is a quantum chemistry calculation of a gas-phase ion, C4H4NO (charge +1), from the OMol25 dataset.

```
! RIJCOSX wB97M-V def2-TZVPD def2/J DEFGRID3
* xyz 1 3
C -0.3011 1.3048 -0.1821
C 0.4008 -1.2080 1.1518
C 0.3154 -1.1727 -0.1269
C 0.0405 -0.1850 -1.0882
N -0.3598 1.1491 1.0212
O -0.0076 0.2023 1.7870
H 0.7349 -2.0699 1.8232
H -0.9859 -0.2227 -1.7303
H -0.6531 2.0952 -0.8080
H 0.8159 0.1069 -1.8477
*
```

HOMO level (alpha / beta)	-0.51892 / -0.59313	Eh
energy	-284.233528	a.u.
molecular weight	82.08	g mol⁻¹
strongest force on any atom	6.257	eV Å⁻¹
ΔE to the lowest compared entry with this formula, charge and spin	2.4656	eV
HOMO-LUMO gap (alpha / beta)	9.58 / 6.95	eV

***

No. 3
The following is a quantum chemistry calculation of a molecular structure, C25H18AsNO5Pt, from the OMol25 dataset.

```
! RIJCOSX wB97M-V def2-TZVPD def2/J DEFGRID3
* xyz 0 1
Pt 1.4675 -0.3732 1.7996
O 3.9778 -2.1882 4.3701
C 3.3985 -1.5821 3.5020
O 2.1337 -1.7114 3.1915
C 4.1419 -0.6160 2.5951
C 5.4816 -0.2981 2.6433
C 5.9879 0.5690 1.6764
C 5.1551 1.0652 0.6820
C 3.8201 0.7034 0.6811
N 3.3713 -0.0982 1.6396
C 2.7851 1.0866 -0.3798
O 3.1206 1.8435 -1.2676
O 1.6534 0.4857 -0.2310
H 6.0882 -0.7338 3.4245
H 7.0327 0.8479 1.6942
H 5.4986 1.7215 -0.1053
O -0.4368 0.6732 1.4365
As -1.1322 0.2800 -0.0342
C -0.9571 1.5964 -1.4199
C -1.5815 2.8091 -1.1449
C -1.5036 3.8473 -2.0593
C -0.8132 3.6686 -3.2495
C -0.1889 2.4598 -3.5187
C -0.2473 1.4238 -2.5998
C -0.6904 -1.5470 -0.4456
C -0.3184 -2.0324 -1.6917
C 0.0131 -3.3727 -1.8353
C -0.0244 -4.2219 -0.7398
C -0.4153 -3.7403 0.5021
C -0.7587 -2.4066 0.6476
C -3.0274 0.2127 0.3071
C -3.9108 -0.1631 -0.6986
C -5.2693 -0.2222 -0.4333
C -5.7419 0.0982 0.8336
C -4.8589 0.4755 1.8341
C -3.4959 0.5320 1.5739
H -2.1310 2.9457 -0.2203
H -1.9812 4.7931 -1.8410
H -0.7481 4.4797 -3.9628
H 0.3742 2.3305 -4.4330
H 0.3066 0.5166 -2.7854
H -0.2698 -1.3807 -2.5511
H 0.3120 -3.7493 -2.8046
H 0.2505 -5.2623 -0.8534
H -0.4481 -4.3984 1.3598
H -1.0931 -2.0402 1.6120
H -3.5443 -0.4070 -1.6901
H -5.9599 -0.5162 -1.2128
H -6.8035 0.0522 1.0392
H -5.2294 0.7253 2.8196
H -2.7899 0.8186 2.3438
*
```

HOMO level	-0.31071	Eh
energy	-3749.505574	a.u.
molecular weight	682.42	g mol⁻¹
strongest force on any atom	2.328	eV Å⁻¹
ΔE to the lowest compared entry with this formula, charge and spin	1.6481	eV
HOMO-LUMO gap	8.31	eV

***

No. 4
The following is a quantum chemistry calculation of a molecular structure, C17H28AlBrO4PS, from the OMol25 dataset.

```
! RIJCOSX wB97M-V def2-TZVPD def2/J DEFGRID3
* xyz -1 1
C 1.4253 -3.4525 0.4117
O 2.0249 -2.1816 0.2813
C 3.2214 -2.2284 -0.4745
C 3.4563 -0.8370 -1.0841
C 4.0373 0.1186 -0.0306
C 3.7517 1.6215 -0.3119
Al 1.7852 1.9956 -0.4974
P 1.5026 1.9923 -2.8562
S 2.5048 3.5579 -3.5907
O 1.1139 3.5942 0.0292
C -0.1073 3.2196 0.6470
C 0.1598 1.9000 1.4202
Br 1.8533 2.3143 2.5603
C -0.8476 1.4344 2.4915
C -1.4725 0.0546 2.2036
C -1.3371 -0.7962 3.4873
O -2.8723 0.0988 1.9173
C -3.1457 0.7377 0.6912
C -3.4110 -0.2254 -0.4542
C -3.4371 0.3090 -1.7243
C -3.6438 -0.4767 -2.8300
C -3.8311 -1.8339 -2.6546
C -3.8118 -2.3646 -1.3968
C -3.5967 -1.5753 -0.2870
O 0.6092 0.9956 0.5197
H 0.4614 -3.3323 0.9129
H 1.3299 -3.9279 -0.5742
H 2.0439 -4.0881 1.0711
H 3.1608 -2.9753 -1.2845
H 4.0598 -2.5118 0.1862
H 2.4907 -0.5182 -1.4943
H 4.1385 -0.9588 -1.9372
H 5.1246 -0.0466 0.0086
H 3.5965 -0.1298 0.9438
H 4.2124 1.8484 -1.2885
H 4.2162 2.2479 0.4563
H 0.1549 2.0475 -3.3063
H 2.1332 0.8483 -3.4182
H -0.5849 4.0382 1.1977
H -0.7192 2.9242 -0.2317
H -0.4182 1.4621 3.4879
H -1.6736 2.1635 2.4836
H -0.9507 -0.5091 1.4198
H -1.8828 -1.7387 3.4128
H -1.7336 -0.1764 4.3026
H -0.2664 -0.9191 3.6770
H -2.3666 1.4374 0.3608
H -4.0539 1.3422 0.8424
H -3.2634 1.3779 -1.8434
H -3.6406 0.0101 -3.8007
H -3.9718 -2.4729 -3.5224
H -3.9672 -3.4306 -1.2482
H -3.5614 -1.9844 0.7184
*
```

HOMO level	-0.16117	Eh
energy	-4521.658379	a.u.
molecular weight	466.33	g mol⁻¹
strongest force on any atom	1.799	eV Å⁻¹
HOMO-LUMO gap	7.02	eV

***

No. 5
The following is a quantum chemistry calculation of a molecular structure, C24H48CrF9N3O14S3, from the OMol25 dataset.

```
! RIJCOSX wB97M-V def2-TZVPD def2/J DEFGRID3
* xyz -2 5
Cr 0.8894 -0.0243 0.8666
C 3.1135 -3.2669 3.4695
F 2.0134 -3.9565 3.4128
F 3.7832 -3.5450 4.5613
F 3.8656 -3.6485 2.3308
S 2.6308 -1.4825 3.4662
O 1.9274 -1.1064 2.1986
O 1.7766 -1.3977 4.6468
O 3.8605 -0.6829 3.5893
C 4.8133 1.7028 -0.7642
F 4.1933 1.3570 -1.8656
F 6.1222 1.6336 -0.8628
F 4.4320 2.9150 -0.3323
S 4.2963 0.4863 0.6731
O 5.0466 -0.7931 0.4272
O 4.7117 1.1427 1.9219
O 2.8275 0.3690 0.6014
C 1.3937 3.9294 3.0099
F 1.9445 4.1218 1.7671
F 2.0200 4.6547 3.9802
F 0.0674 4.2785 3.0308
S 1.6108 2.0790 3.4890
O 3.0570 1.8628 3.6609
O 0.8090 1.7593 4.6683
O 1.1944 1.3871 2.2901
C 1.0925 3.4481 -1.8099
C -0.4833 3.3833 -1.6464
C -1.0060 3.6746 -3.1690
C -2.5196 3.4367 -3.2863
C -2.7823 1.9936 -2.8031
C -2.5401 1.6409 -1.3895
N -1.0373 2.0025 -1.3249
O -0.2718 1.3503 -0.2729
C -2.9201 0.1284 -1.2671
C -3.3324 2.3928 -0.3397
C -0.9569 4.5791 -0.7285
H 1.4600 2.6221 -2.4188
H 1.5840 3.2342 -0.8608
H 1.5148 4.3956 -2.1447
H -0.5128 3.0374 -3.9031
H -0.7966 4.6629 -3.5783
H -2.9262 3.5695 -4.2888
H -2.9852 4.1645 -2.6218
H -2.3280 1.3344 -3.5428
H -3.8555 1.8931 -2.9647
H -3.9794 -0.0862 -1.4079
H -2.4898 -0.3923 -0.4116
H -2.5577 -0.4045 -2.1462
H -2.8567 2.4672 0.6382
H -4.1612 1.7643 -0.0138
H -3.8616 3.2902 -0.6601
H -0.7109 5.5696 -1.1113
H -0.5501 4.4334 0.2722
H -2.0458 4.6269 -0.7392
C 1.1883 -5.3933 0.7370
O 1.3702 -3.9955 0.3519
C 2.3288 -3.6343 -0.6844
C 2.4930 -2.1473 -0.6040
N 1.1146 -1.5859 -0.5104
C 0.6555 -1.2512 -1.8612
C 1.3775 -0.1781 -2.6569
O 2.1768 -0.7702 -3.6080
C 1.8505 -0.4746 -4.9466
H 2.1582 -5.7592 1.0740
H 1.0109 -6.0739 -0.0957
H 0.3467 -5.5329 1.4155
H 1.8823 -3.8149 -1.6623
H 3.3242 -4.0668 -0.5832
H 3.0804 -1.7742 -1.4430
H 3.0549 -2.0249 0.3219
H 0.7191 -2.5114 -0.5950
H -0.3346 -0.8092 -1.7500
H 0.4465 -2.1664 -2.4152
H 1.9159 0.5015 -1.9963
H 0.6830 0.5343 -3.1023
H 2.4029 -1.1479 -5.6019
H 2.0828 0.5766 -5.1175
H 0.7861 -0.5680 -5.1622
C -2.1511 -3.4523 -1.3512
O -1.3702 -2.8492 -0.3553
C -1.9174 -2.9801 0.8902
C -1.1144 -2.2246 2.0770
N -0.9557 -0.7916 1.6807
C -1.5380 0.1090 2.7720
C -3.0512 -0.1872 2.9834
O -3.7463 -0.3113 1.8128
C -5.0971 -0.5722 2.0329
H -3.2228 -3.2535 -1.3408
H -2.0526 -4.5311 -1.2304
H -1.7115 -3.2898 -2.3353
H -2.0263 -3.9937 1.2759
H -2.8751 -2.4600 0.8702
H -0.1180 -2.6193 2.2760
H -1.7324 -2.3551 2.9654
H -1.7675 -0.7690 1.0803
H -1.5166 1.1980 2.7288
H -1.0234 0.0222 3.7289
H -3.3519 0.6188 3.6527
H -3.0106 -1.0785 3.6096
H -5.6921 0.3091 1.7933
H -5.2508 -0.9627 3.0389
H -5.4060 -1.4961 1.5440
*
```

HOMO level (alpha / beta)	-0.00390 / -0.04231	Eh
energy	-5298.545512	a.u.
molecular weight	921.83	g mol⁻¹
strongest force on any atom	5.304	eV Å⁻¹
HOMO-LUMO gap (alpha / beta)	3.81 / 4.86	eV

***

No. 6
The following is a quantum chemistry calculation of a molecular structure, C11H25DyN5O7, from the OMol25 dataset.

```
! RIJCOSX wB97M-V def2-TZVPD def2/J DEFGRID3
* xyz 1 6
O -0.2348 -0.2045 -3.5383
H -0.2373 -0.2127 -4.5222
Dy 0.2621 -0.0808 -1.1675
N -0.1587 1.9438 0.4304
N 1.3463 1.8644 -1.4483
N -1.3583 -0.9121 0.5807
N -0.7921 -2.1459 -1.5740
O -1.1244 2.0179 1.3311
O -1.7524 -0.3270 1.7768
O -0.6720 -2.7911 -2.8176
O 2.2395 1.1848 -2.1184
C 1.7437 2.8317 -0.5753
C 0.8633 2.8553 0.5545
C -1.6852 -2.2272 0.5466
C -1.3057 -2.9300 -0.6218
C 1.0683 3.6924 1.7953
H 1.4425 3.1078 2.6635
H 0.1707 4.2374 2.1551
H 1.8467 4.4277 1.5386
C 2.9969 3.6051 -0.7897
H 3.0846 3.9051 -1.8440
H 3.8563 2.9507 -0.5717
H 3.0716 4.5287 -0.1899
C -2.3498 -2.9398 1.6810
C -1.5960 -4.3642 -0.8448
H -2.7068 -2.1841 2.3962
H -1.6436 -3.6313 2.1892
H -3.1925 -3.5687 1.3295
H -0.8697 -4.7812 -1.5403
H -2.6086 -4.4859 -1.2505
H -1.5671 -4.9729 0.0660
H -1.5142 0.7164 1.5759
H -0.5155 -2.0143 -3.3996
C -1.2949 0.5833 -2.9482
H -0.8630 1.5622 -2.5383
H -1.8340 -0.0395 -2.1497
H -2.0642 0.8710 -3.6776
O -3.8786 2.3942 -0.1207
H -4.1885 1.4916 -0.2353
H -2.8786 2.2631 0.0891
C 1.6764 -0.3017 2.6716
C 2.2955 -0.9006 1.4372
N 3.2872 -1.7948 1.5251
O 1.8814 -0.5780 0.2645
H 2.1923 -0.5899 3.6196
H 0.6046 -0.6098 2.7031
H 1.6902 0.8042 2.5437
H 3.5768 -2.1810 0.6109
H 3.6898 -2.0699 2.4084
*
```

HOMO level (alpha / beta)	-0.35649 / -0.36147	Eh
energy	-2119.281306	a.u.
molecular weight	501.85	g mol⁻¹
strongest force on any atom	4.101	eV Å⁻¹
ΔE to the lowest compared entry with this formula, charge and spin	0.0000	eV
HOMO-LUMO gap (alpha / beta)	5.35 / 5.49	eV

***

No. 7
The following is a quantum chemistry calculation of 2 unconnected molecules or ions with the total composition C28H22FN7O6, from the OMol25 dataset.

```
! RIJCOSX wB97M-V def2-TZVPD def2/J DEFGRID3
* xyz 0 1
O -0.5223 7.4151 -3.7210
N 0.1040 6.3961 -3.4881
C -0.2007 5.0811 -3.1770
C 1.0107 4.4128 -2.9441
N 2.0797 5.2475 -3.1117
O 1.5141 6.4620 -3.3902
C 0.9774 3.0382 -2.4731
N 2.1726 2.2286 -2.3655
O 3.2437 2.5804 -2.8821
O 2.0360 1.1274 -1.7666
C -0.2663 2.4319 -2.1812
C -1.4529 3.0958 -2.5382
N -2.7121 2.5844 -2.8783
O -3.2249 1.4732 -2.8164
O -3.4133 3.6285 -3.5101
N -2.6686 4.7845 -3.5599
C -1.4665 4.4366 -3.0106
H -0.3341 1.4212 -1.7924
F 0.9011 -1.8527 -1.5325
C 0.4162 -1.9048 -0.1943
C -0.4255 -3.1883 -0.0599
C -0.3426 -4.2033 -1.0146
C -1.1261 -5.3507 -0.8864
C -1.9998 -5.4901 0.1937
C -2.0743 -4.4819 1.1582
C -1.2765 -3.3400 1.0344
C 1.6251 -1.8495 0.7341
C 1.9431 -2.8731 1.6220
C 3.0099 -2.7014 2.5116
C 3.8074 -1.5588 2.4591
C 3.5525 -0.5891 1.4909
C 2.4805 -0.7578 0.6244
C -0.4632 -0.6257 -0.0508
C -1.7262 -0.6825 -0.9175
C -2.9054 -0.2817 -0.0377
C -2.3196 0.1559 1.3001
N -0.9398 -0.3509 1.3044
C -0.0862 0.2102 2.2836
C 0.6463 1.3733 2.0140
C 1.5755 1.8018 2.9708
N 1.7718 1.1352 4.0978
C 1.0272 0.0707 4.4048
C 0.0119 -0.3803 3.5548
H 0.3307 -4.0914 -1.8630
H -1.0455 -6.1301 -1.6432
H -2.6151 -6.3862 0.2871
H -2.7452 -4.5712 2.0112
H -1.3004 -2.5481 1.7812
H 1.3447 -3.7835 1.6263
H 3.2060 -3.4743 3.2517
H 4.6251 -1.4098 3.1648
H 4.1658 0.3078 1.3948
H 2.3150 -0.0219 -0.1518
H 0.1824 0.1994 -0.3960
H -1.6040 0.0500 -1.7203
H -1.8635 -1.6562 -1.3950
H -3.4484 0.5470 -0.5022
H -3.6098 -1.1104 0.1004
H -2.3400 1.2573 1.3868
H -2.8524 -0.2511 2.1698
H 0.5264 1.9006 1.0667
H 2.1766 2.6953 2.7861
H 1.2281 -0.4435 5.3507
H -0.6359 -1.2092 3.8349
*
```

HOMO level	-0.31801	Eh
energy	-2014.349796	a.u.
molecular weight	571.52	g mol⁻¹
strongest force on any atom	3.088	eV Å⁻¹
ΔE to the lowest compared entry with this formula, charge and spin	0.3591	eV
HOMO-LUMO gap	5.94	eV

***

No. 8
The following is a quantum chemistry calculation of a molecular structure, C8H24ClO8Zn2, from the OMol25 dataset.

```
! RIJCOSX wB97M-V def2-TZVPD def2/J DEFGRID3
* xyz 3 1
Zn -0.7947 -2.7713 -2.9073
Zn -4.2369 1.0180 1.8984
Cl -1.7416 -0.8164 -0.1118
C 2.0117 3.7730 -2.2225
C 3.0016 4.1505 -1.0836
O 4.3273 4.5694 -1.3797
O 1.3204 4.9640 -2.7152
H 1.3346 3.0553 -1.7593
H 2.4573 3.1345 -2.9853
H 3.2115 3.2472 -0.5108
H 2.6204 4.8696 -0.3585
H 4.0866 5.2810 -1.9775
H 1.4308 5.7288 -2.1456
C -1.1809 2.3333 4.3632
C -1.1445 0.7879 4.5090
O -2.4752 0.2348 4.4022
O -1.7997 2.5717 3.1165
H -0.2224 2.8438 4.2696
H -1.7813 2.8611 5.1042
H -0.7991 0.5928 5.5243
H -0.4138 0.2799 3.8796
H -2.4863 -0.7168 4.5282
H -1.5795 3.5041 3.0564
C 1.8476 -5.0072 3.8784
C 0.9336 -5.3710 2.6907
O 1.4343 -6.2444 1.7656
O 2.6019 -4.0110 3.3847
H 2.5186 -5.7670 4.2792
H 1.1793 -4.6345 4.6546
H 0.5374 -4.5474 2.0967
H 0.0734 -5.8728 3.1337
H 2.1768 -5.6831 1.5303
H 2.2447 -3.4766 2.6716
C -1.4290 -0.3487 -6.0820
C -2.7251 -0.2753 -5.1936
O -3.1160 -1.5774 -4.6733
O -0.4693 -0.6555 -5.0886
H -1.2644 0.6705 -6.4318
H -1.6884 -1.0149 -6.9047
H -3.5982 -0.1054 -5.8235
H -2.7638 0.4955 -4.4239
H -4.0691 -1.5525 -4.5613
H 0.4292 -0.5178 -5.3973
*
```

HOMO level	-0.59758	Eh
energy	-4938.436267	a.u.
molecular weight	414.50	g mol⁻¹
strongest force on any atom	4.203	eV Å⁻¹
ΔE to the lowest compared entry with this formula, charge and spin	6.1687	eV
HOMO-LUMO gap	1.61	eV

***

strongest force on any atom of number 6 (C11H25DyN5O7)?
4.101 eV Å⁻¹

***

energy of number 3 (C25H18AsNO5Pt)?
-3749.505574 a.u.

***

Copy entry 3 word for word.
The following is a quantum chemistry calculation of a molecular structure, C25H18AsNO5Pt, from the OMol25 dataset.

```
! RIJCOSX wB97M-V def2-TZVPD def2/J DEFGRID3
* xyz 0 1
Pt 1.4675 -0.3732 1.7996
O 3.9778 -2.1882 4.3701
C 3.3985 -1.5821 3.5020
O 2.1337 -1.7114 3.1915
C 4.1419 -0.6160 2.5951
C 5.4816 -0.2981 2.6433
C 5.9879 0.5690 1.6764
C 5.1551 1.0652 0.6820
C 3.8201 0.7034 0.6811
N 3.3713 -0.0982 1.6396
C 2.7851 1.0866 -0.3798
O 3.1206 1.8435 -1.2676
O 1.6534 0.4857 -0.2310
H 6.0882 -0.7338 3.4245
H 7.0327 0.8479 1.6942
H 5.4986 1.7215 -0.1053
O -0.4368 0.6732 1.4365
As -1.1322 0.2800 -0.0342
C -0.9571 1.5964 -1.4199
C -1.5815 2.8091 -1.1449
C -1.5036 3.8473 -2.0593
C -0.8132 3.6686 -3.2495
C -0.1889 2.4598 -3.5187
C -0.2473 1.4238 -2.5998
C -0.6904 -1.5470 -0.4456
C -0.3184 -2.0324 -1.6917
C 0.0131 -3.3727 -1.8353
C -0.0244 -4.2219 -0.7398
C -0.4153 -3.7403 0.5021
C -0.7587 -2.4066 0.6476
C -3.0274 0.2127 0.3071
C -3.9108 -0.1631 -0.6986
C -5.2693 -0.2222 -0.4333
C -5.7419 0.0982 0.8336
C -4.8589 0.4755 1.8341
C -3.4959 0.5320 1.5739
H -2.1310 2.9457 -0.2203
H -1.9812 4.7931 -1.8410
H -0.7481 4.4797 -3.9628
H 0.3742 2.3305 -4.4330
H 0.3066 0.5166 -2.7854
H -0.2698 -1.3807 -2.5511
H 0.3120 -3.7493 -2.8046
H 0.2505 -5.2623 -0.8534
H -0.4481 -4.3984 1.3598
H -1.0931 -2.0402 1.6120
H -3.5443 -0.4070 -1.6901
H -5.9599 -0.5162 -1.2128
H -6.8035 0.0522 1.0392
H -5.2294 0.7253 2.8196
H -2.7899 0.8186 2.3438
*
```

HOMO level	-0.31071	Eh
energy	-3749.505574	a.u.
molecular weight	682.42	g mol⁻¹
strongest force on any atom	2.328	eV Å⁻¹
ΔE to the lowest compared entry with this formula, charge and spin	1.6481	eV
HOMO-LUMO gap	8.31	eV

***

What is the strongest force on any atom in the sixth record?
4.101 eV Å⁻¹